No. 1
Molecular formula: C10H31ClO17P3SSr
Method: DFT, ωB97M-V/def2-TZVPD

## Properties
Kohn-Sham gap	4.28	eV
spin multiplicity	1
molar mass	671.4	g/mol
lowest unoccupied orbital energy	1.66	eV
HOMO energy	-2.620	eV
total charge	-1

Structure (XYZ):
```
64
Properties=species:S:1:pos:R:3:forces:R:3
Sr 12.1226 -4.0657 30.5652 -0.98 -0.81 -0.97
S 12.3409 -6.8893 28.1599 -0.09 -3.00 -0.24
O 11.1374 -7.6908 27.8420 0.06 1.18 -0.48
O 11.9959 -6.0141 29.3457 0.40 0.88 0.59
O 13.3723 -7.8797 28.5775 0.58 0.98 0.30
O 12.8552 -6.0415 27.0627 -0.28 0.42 0.21
Cl 9.3503 -3.3417 29.8996 0.02 0.36 0.34
C 15.5680 -4.6923 29.4097 0.17 0.00 0.04
O 14.6132 -3.7344 29.8851 0.05 -0.33 0.29
H 15.1252 -5.6882 29.3858 -0.43 0.16 -0.24
H 15.8738 -4.3919 28.4078 0.16 -0.32 -0.05
H 16.4283 -4.7575 30.0859 0.07 0.23 -0.08
H 14.9825 -2.8498 29.8306 -0.02 0.00 -0.08
C 10.7509 0.1778 27.4730 0.15 -0.93 0.49
O 12.0545 -0.4429 27.3611 0.21 0.68 -0.40
P 12.8915 -0.8351 28.6228 -0.28 -0.71 0.18
O 12.3363 -1.9409 29.3919 -0.04 0.43 0.26
O 14.3246 -1.1271 28.0445 0.42 0.54 -0.43
C 14.4380 -2.0706 26.9383 -0.68 -0.57 0.42
O 13.0559 0.4540 29.5258 0.50 -0.09 0.11
C 13.9028 1.5223 29.1123 -0.25 0.64 -0.42
H 10.0215 -0.6255 27.3859 -0.15 0.16 -0.24
H 10.6963 0.9167 26.6831 -0.18 0.06 0.02
H 10.6253 0.5974 28.4710 0.03 0.30 -0.12
H 13.9800 -3.0037 27.2767 0.18 -0.18 -0.24
H 15.4878 -2.2154 26.7133 0.06 0.15 0.10
H 13.8835 -1.7163 26.0731 0.12 0.19 -0.01
H 13.3578 2.1512 28.4024 0.08 -0.04 -0.07
H 14.8168 1.1704 28.6390 0.00 -0.13 0.08
H 14.1445 2.1484 29.9677 -0.05 -0.25 0.21
C 14.5815 -0.8379 35.4367 0.37 0.05 0.62
O 13.9662 -1.7704 34.5658 0.06 -0.21 -0.19
P 13.4846 -1.3832 33.0951 0.35 0.16 0.84
O 13.1541 -2.5860 32.3541 -0.08 -0.27 -0.02
O 12.3762 -0.3045 33.3205 -0.12 0.20 -0.29
C 10.9888 -0.6813 33.2268 -0.49 -0.83 -0.57
O 14.6560 -0.5038 32.5030 -0.24 0.42 0.18
C 15.9891 -0.9568 32.5374 1.35 -0.62 -0.43
H 14.9695 0.0429 34.9260 -0.09 -0.02 -0.12
H 15.4098 -1.3516 35.9289 0.05 0.02 -0.14
H 13.9112 -0.5172 36.2356 -0.28 -0.02 -0.24
H 10.8379 -1.4810 32.4940 0.20 0.15 -0.12
H 10.4241 0.1761 32.8782 0.07 0.16 0.27
H 10.6192 -1.0941 34.1654 0.12 0.41 0.21
H 16.6468 -0.2638 33.0651 -0.34 0.25 0.03
H 16.3792 -1.0601 31.5218 -0.23 0.21 -0.06
H 16.1605 -1.9388 32.9885 -0.57 0.02 0.16
C 12.3154 -4.9220 35.4613 0.80 0.61 0.23
O 10.9709 -4.5086 35.2363 -0.20 0.22 0.37
P 10.2785 -4.9304 33.8865 -0.41 -0.36 -0.41
O 10.9948 -4.6119 32.6628 0.69 -0.11 0.08
O 10.0391 -6.4835 34.0013 -0.03 -0.24 -0.04
C 9.1291 -7.0387 34.9585 0.34 0.36 0.08
O 8.8957 -4.2246 34.0161 -0.14 -0.03 0.62
C 7.9165 -4.4507 32.9783 -0.18 0.52 -0.77
H 12.3813 -5.8054 36.0947 -0.28 -0.21 -0.26
H 12.8155 -4.1146 35.9991 -0.15 0.05 0.00
H 12.8659 -5.0351 34.5274 -0.15 -0.26 -0.05
H 9.0141 -6.3805 35.8230 -0.01 0.03 -0.04
H 9.5794 -7.9685 35.2936 -0.25 -0.16 -0.09
H 8.1626 -7.1758 34.4791 -0.01 -0.22 0.05
H 7.8864 -3.5681 32.3382 -0.10 0.07 0.19
H 6.9690 -4.6303 33.4775 -0.03 -0.07 -0.04
H 8.1739 -5.2386 32.2676 0.18 -0.26 0.39
```
Forces are in eV/Å.

How is the electron density shared among the atoms? According to Löwdin, the charges in e are: 1.343 0.205 -0.440 -0.660 -0.470 -0.449 -0.390 -0.093 -0.233 0.086 0.080 0.075 0.056 -0.044 -0.203 0.331 -0.353 -0.227 -0.036 -0.198 -0.089 0.097 0.086 0.087 0.095 0.090 0.089 0.090 0.083 0.088 -0.103 -0.210 0.360 -0.287 -0.184 -0.049 -0.198 -0.110 0.084 0.092 0.091 0.075 0.093 0.095 0.089 0.092 0.101 -0.085 -0.198 0.314 -0.343 -0.189 -0.076 -0.206 -0.094 0.090 0.081 0.092 0.087 0.090 0.091 0.041 0.085 0.091



No. 2
Molecular formula: C10H32N4O14S
Method: DFT, ωB97M-V/def2-TZVPD

## Properties
Kohn-Sham gap	9.49	eV
spin multiplicity	1
molar mass	464.4	g/mol
energy relative to the best compared isomer or geometry (same formula, charge and spin)	134.22	kJ/mol
SMILES string	CCOS(C)(=O)=O.C[N+](=O)[O-].C[N+](=O)[O-].C[N+](=O)[O-].C[N+](=O)[O-].CO.CO.CO
lowest unoccupied orbital energy	-0.28	eV
HOMO energy	-9.775	eV

Structure (XYZ):
```
61
Properties=species:S:1:pos:R:3:forces:R:3
C -3.2967 -3.0596 -3.0593 1.45 -1.05 0.12
O -4.1617 -2.1960 -3.7628 0.16 -0.65 0.14
H -2.4361 -2.5480 -2.6282 -0.27 0.38 0.62
H -3.7095 -3.8026 -2.3769 -0.86 0.79 0.72
H -2.7584 -3.8148 -3.6319 -0.29 0.45 -1.48
H -4.7289 -1.7932 -3.1014 -0.17 0.18 -0.04
C -0.5687 -0.7022 0.2385 0.97 0.01 1.52
O -1.4931 -1.2509 1.2718 -0.38 0.82 -2.13
H 0.3719 -1.1993 0.4758 0.40 0.37 -0.39
H -0.7636 -0.8942 -0.8166 -1.00 -0.76 0.45
H -0.3856 0.3721 0.2562 -0.35 0.00 0.67
H -1.1271 -1.1586 2.1544 0.54 0.25 -0.05
C -1.5946 -4.4036 0.3372 0.03 -0.11 1.40
O -0.5497 -3.5368 0.0230 1.29 -0.41 -1.85
H -2.5451 -3.8779 0.2462 -0.20 -0.26 0.49
H -1.6778 -5.3651 -0.1694 0.56 0.41 -1.10
H -1.3004 -4.7496 1.3280 -1.19 -0.03 0.76
H -0.7270 -2.6605 0.3727 -0.56 -0.42 0.34
O -0.6564 2.7245 -0.1973 1.39 1.22 2.27
S 0.0737 3.1692 1.0042 1.02 1.02 0.34
O 1.0567 2.2762 1.6381 -1.97 1.58 -1.14
O 0.8204 4.6328 0.6502 0.12 -1.34 -0.47
C 1.9228 5.1812 1.4261 0.53 -1.10 2.21
C 2.8229 6.0619 0.6580 -1.34 1.33 -1.19
C -1.0882 3.9195 2.2547 0.77 -1.04 -1.59
H 2.6249 4.4871 1.8881 -0.76 -1.24 -0.21
H 1.5301 5.7103 2.2945 -0.48 0.20 -0.11
H 3.1942 5.5146 -0.2084 0.32 0.42 0.02
H 3.5766 6.5658 1.2632 0.22 -0.68 0.11
H 2.1644 6.8858 0.3831 0.31 0.27 -0.93
H -0.4598 4.4661 2.9578 -0.13 -0.60 0.27
H -1.6359 3.0299 2.5658 -0.10 0.44 0.69
H -1.7180 4.6426 1.7363 0.01 -0.30 -0.18
C 1.3969 -3.8260 4.2948 -0.23 0.55 0.07
N 0.6591 -2.5753 3.9319 -1.18 -0.24 0.47
O -0.3823 -2.2922 4.5558 1.89 -0.18 -1.31
O 1.1381 -1.9779 2.9878 -0.68 0.39 0.41
H 2.4300 -3.4961 4.4042 -0.08 -0.31 0.22
H 1.3134 -4.4566 3.4097 -0.04 -0.13 0.25
H 0.9333 -4.2300 5.1948 0.28 -0.07 -0.24
C 1.1466 1.4697 -2.3067 0.83 1.65 -1.22
N 1.8360 0.1826 -2.6075 -1.49 -1.38 0.82
O 3.0047 0.1484 -3.0337 -3.21 -0.40 1.15
O 1.0117 -0.7699 -2.3607 3.42 1.35 -1.20
H 1.3780 2.0975 -3.1672 -0.04 0.08 -0.14
H 1.5728 2.0309 -1.4751 0.17 -0.73 0.24
H 0.0610 1.4064 -2.2330 0.52 -0.64 0.19
C 3.2587 -2.6564 -0.4350 -0.30 -0.55 -0.07
N 4.0544 -1.3514 -0.3247 -1.28 -0.78 -1.10
O 5.2545 -1.4151 -0.5511 -1.19 0.56 0.61
O 3.3641 -0.3582 -0.0960 1.42 -0.68 0.06
H 3.1359 -3.0801 0.5617 0.38 0.14 0.01
H 3.7031 -3.3735 -1.1252 0.75 0.33 0.37
H 2.2475 -2.5603 -0.8304 0.08 1.05 0.14
C -2.7685 1.0051 -1.9834 0.06 1.36 -1.09
N -4.0091 1.3978 -2.7533 -3.09 -0.51 0.96
O -5.0908 0.9922 -2.2019 2.69 1.01 -1.73
O -3.9759 2.1010 -3.7594 0.44 -1.29 1.63
H -2.1870 0.3189 -2.5991 -0.36 -0.41 0.25
H -3.0632 0.7073 -0.9772 0.13 -0.23 -0.45
H -2.1991 1.9345 -1.9922 0.07 -0.04 0.41
```
Forces are in eV/Å.

How is the electron density shared among the atoms? According to Löwdin, the charges in e are: -0.185 -0.097 0.065 0.074 0.076 0.067 -0.108 -0.126 0.068 0.060 0.049 0.055 -0.169 -0.145 0.082 0.075 0.068 -0.009 -0.325 0.701 -0.294 -0.274 -0.308 -0.080 -0.076 0.118 0.114 0.093 0.093 0.081 0.063 0.068 0.072 0.054 -0.421 0.055 0.061 0.101 0.102 0.099 0.030 -0.353 0.073 0.003 0.102 0.093 0.064 0.045 -0.400 0.066 0.034 0.089 0.093 0.068 0.038 -0.388 0.004 0.068 0.097 0.103 0.073



No. 3
Molecular formula: C10H32NO12
Method: DFT, ωB97M-V/def2-TZVPD

## Properties
Kohn-Sham gap	4.71	eV
spin multiplicity	1
molar mass	358.4	g/mol
lowest unoccupied orbital energy	2.17	eV
HOMO energy	-2.544	eV
total charge	-1

Structure (XYZ):
```
55
Properties=species:S:1:pos:R:3:forces:R:3
O -0.4232 -2.5738 0.8660 1.88 5.69 -4.86
C -0.1038 -1.5607 0.0141 -2.13 -4.41 3.53
O -0.8759 -1.4999 -1.2365 0.72 0.71 3.09
C 1.1337 -0.5547 0.4363 0.14 -0.50 -1.01
C 1.3922 0.6800 -0.6107 0.89 -0.11 -1.09
C 1.4504 2.1698 0.0720 -0.44 0.45 0.77
C 0.2013 2.5256 1.0730 -2.39 -3.61 -1.90
C -1.2456 2.0920 0.4351 -0.88 -0.68 -0.18
C -1.7256 2.2725 -1.1101 -2.56 -1.50 1.91
C -3.1855 1.7806 -1.5516 1.50 0.45 0.77
N -4.2794 1.1011 -0.8039 6.22 2.02 2.58
C -3.7956 0.9616 0.5973 1.44 0.62 0.52
C -2.4283 1.3962 1.3114 -1.22 0.24 -3.48
H -1.8653 -1.3392 -1.0472 2.07 -0.32 0.07
H 2.1117 -1.2390 0.4425 -2.29 1.22 0.00
H 0.9517 -0.2346 1.5490 0.01 -0.52 -2.27
H 2.4704 0.4919 -1.0876 -2.25 0.32 0.96
H 0.6432 0.6023 -1.5359 1.37 0.29 2.31
H 1.5459 3.0173 -0.7482 -0.10 -1.97 1.35
H 2.4354 2.2154 0.7211 -2.21 0.01 -1.36
H 0.3475 1.8395 2.0187 -0.50 1.47 -1.47
H -0.9989 2.7659 -1.8950 -1.95 -1.27 1.79
H -3.4626 1.9911 -2.6963 0.69 -0.55 2.68
H -4.5878 0.4224 1.3133 1.85 1.26 -1.68
H -2.2725 1.2130 2.4650 -0.49 0.37 -2.66
O 0.1568 -2.7061 -3.7864 -0.10 -0.55 0.28
H 0.0941 -3.6451 -4.0174 -0.10 0.30 -0.05
H -0.2143 -2.6597 -2.8925 0.08 0.42 -0.10
O 4.4489 1.7415 0.0844 0.90 -0.20 0.00
H 5.3044 2.0722 -0.2283 -0.28 -0.09 0.09
H 4.6834 1.0288 0.6976 -0.17 0.23 -0.13
O 0.7008 -4.9836 2.9974 0.35 0.13 -0.15
H 1.6357 -5.1028 2.7719 -0.37 0.03 0.15
H 0.4002 -4.2904 2.3908 -0.10 -0.01 0.03
O -0.0167 -4.6575 5.8821 -0.50 -0.09 0.06
H 0.1184 -4.7722 4.9294 0.17 0.01 -0.13
H -0.9651 -4.8146 6.0045 0.40 0.07 -0.02
O 1.0157 -4.4497 -5.6559 0.45 0.06 -0.59
H 1.4425 -3.6003 -5.4677 -0.18 -0.11 0.08
H 1.1785 -4.5891 -6.6009 -0.15 -0.04 0.38
O -0.1843 3.5678 -3.5184 0.40 0.09 -0.62
H 0.2425 4.4172 -3.3302 -0.27 -0.11 -0.06
H -0.0215 3.4284 -4.4634 -0.06 0.00 0.39
O -1.0432 0.8160 4.4572 -0.01 -0.33 0.44
H -1.1059 -0.1230 4.2262 0.04 0.25 -0.08
H -1.4143 0.8624 5.3511 0.12 0.03 -0.29
O 1.8641 2.0407 4.3430 -0.04 0.11 0.48
H 1.0285 1.5500 4.3409 -0.03 0.15 -0.13
H 1.6441 2.8755 4.7832 0.04 -0.31 -0.34
O 0.0545 6.3527 -3.8586 0.13 0.73 -0.32
H 0.6857 7.0879 -3.8647 -0.17 -0.29 0.09
H -0.7035 6.6909 -4.3586 0.15 -0.28 0.25
O -1.6843 -5.1281 0.1827 0.11 -0.18 -0.47
H -1.2575 -4.2787 0.3709 -0.07 0.25 0.04
H -1.5215 -5.2675 -0.7623 -0.10 0.05 0.40
```
Forces are in eV/Å.

How is the electron density shared among the atoms? According to Löwdin, the charges in e are: -0.090 -0.206 -0.033 -0.091 -0.216 -0.278 -0.181 -0.199 -0.055 -0.191 -0.093 -0.208 -0.073 0.154 0.127 0.122 0.092 0.111 0.095 0.076 0.012 0.052 0.080 0.075 0.054 -0.071 0.009 0.005 -0.070 0.041 0.048 -0.052 0.054 0.025 -0.084 -0.013 0.031 -0.071 0.038 0.046 -0.084 0.010 0.043 -0.063 0.056 0.052 -0.086 -0.013 0.034 -0.052 0.051 0.055 -0.079 -0.024 0.028



No. 4
Molecular formula: C10H32O6
Method: DFT, ωB97M-V/def2-TZVPD

## Properties
Kohn-Sham gap	10.51	eV
spin multiplicity	1
molar mass	248.4	g/mol
energy relative to the best compared isomer or geometry (same formula, charge and spin)	282.19	kJ/mol
SMILES string	CCO.CCO.CCO.CCO.CCO.O
lowest unoccupied orbital energy	0.43	eV
HOMO energy	-10.073	eV

Structure (XYZ):
```
48
Properties=species:S:1:pos:R:3:forces:R:3
C 3.3731 -2.2953 -3.7912 -0.23 0.75 -0.94
C 4.7775 -2.6609 -4.2021 1.58 -0.01 0.16
O 5.2846 -1.9930 -5.3949 -1.02 -0.60 0.43
H 2.6766 -2.4757 -4.6100 0.02 -0.76 -0.12
H 3.1917 -1.2244 -3.7004 0.53 0.14 0.72
H 3.0627 -2.8594 -2.9117 0.02 0.17 -0.03
H 4.8655 -3.7470 -4.2294 -0.33 -0.32 -0.96
H 5.5673 -2.4923 -3.4700 -0.50 0.63 0.80
H 6.2128 -1.8097 -5.2322 -0.08 0.00 -0.07
C 1.3207 -3.9017 2.4067 0.77 -1.09 -1.21
C 1.9056 -5.3414 2.5718 1.34 0.80 0.68
O 3.3350 -5.3892 2.9602 -1.43 -0.09 -0.51
H 0.3528 -4.1175 1.9542 -0.61 0.54 0.75
H 1.7742 -3.2601 1.6512 0.63 -0.43 -0.20
H 1.3835 -3.2847 3.3030 -0.66 -0.49 0.26
H 1.8740 -6.0125 1.7134 -0.02 0.70 -0.50
H 1.2348 -5.8522 3.2625 0.35 -0.04 0.64
H 3.4709 -5.1660 3.8840 -0.36 0.10 0.08
C -4.0853 1.3082 5.6593 -2.67 0.05 -1.11
C -3.6307 2.6614 6.0758 -0.08 0.30 0.45
O -2.2719 2.7538 5.9633 3.31 0.35 0.08
H -4.2355 1.2205 4.5832 1.01 -0.08 -0.32
H -5.1516 1.3628 5.8783 -0.38 -0.66 0.67
H -3.6566 0.3906 6.0622 0.26 0.51 0.25
H -3.9309 2.8750 7.1016 -0.27 0.04 0.10
H -3.9408 3.4949 5.4455 -1.14 -0.36 -0.13
H -1.8396 2.7686 6.8204 0.00 -0.10 -0.08
C -1.5493 0.5865 -7.1714 -1.19 -1.87 0.45
C -1.2467 1.9836 -6.8890 0.55 0.01 -1.47
O 0.1234 2.1270 -7.2218 0.98 1.46 1.43
H -2.6392 0.5791 -7.1849 -0.19 -1.02 -0.16
H -1.1534 -0.0488 -6.3791 -0.25 -0.09 0.17
H -1.0996 0.1640 -8.0699 -0.35 0.45 -0.36
H -1.5128 2.1557 -5.8461 0.89 0.54 0.10
H -1.9218 2.5935 -7.4893 0.26 0.56 -0.13
H 0.3349 2.0975 -8.1578 -0.70 -0.05 -0.04
C -0.9127 1.2637 -0.0737 0.48 0.31 0.43
C -1.3997 1.3925 1.3578 -0.58 0.06 0.37
O -0.4986 2.2067 2.1290 -0.21 -0.31 -0.65
H -1.4815 0.5755 -0.6990 -0.08 -0.15 0.35
H 0.1195 0.9251 0.0153 0.07 -0.10 -0.39
H -0.9097 2.2217 -0.5936 0.03 0.10 0.16
H -1.5167 0.4199 1.8358 0.39 -0.37 -0.08
H -2.4100 1.7967 1.4218 -0.14 0.42 -0.26
H -0.8788 2.2899 3.0066 0.02 0.05 0.15
O -0.5571 6.7642 5.1693 0.13 0.14 -0.11
H -0.9405 5.8938 5.0609 -0.08 -0.29 -0.09
H -0.8699 7.0595 6.0243 -0.06 0.12 0.20
```
Forces are in eV/Å.

How is the electron density shared among the atoms? According to Löwdin, the charges in e are: -0.091 -0.313 -0.086 0.072 0.072 0.076 0.100 0.102 0.069 -0.089 -0.266 -0.105 0.066 0.061 0.069 0.104 0.095 0.065 -0.090 -0.372 -0.077 0.069 0.071 0.084 0.115 0.119 0.090 -0.127 -0.346 -0.077 0.079 0.079 0.080 0.119 0.108 0.085 -0.086 -0.328 -0.080 0.072 0.074 0.073 0.101 0.101 0.067 -0.050 0.020 0.027